The following is a DFT calculation (wB97M-V/def2-TZVPD) of a gas-phase ion, C8H16N2P (charge +1).

Each line ends with the Löwdin charge.
Cartesian coordinates (Å):
H: 1.378 3.559 -0.825  0.0374
H: -0.840 -3.689 -1.715  0.1266
C: 1.899 2.740 -1.196  -0.0121
H: -2.283 -2.535 -1.451  0.0577
H: -2.487 -1.804 1.132  0.1827
C: -1.604 -1.078 0.610  -0.2107
H: -0.446 -1.072 2.549  0.1380
H: -0.024 -2.537 0.385  0.1041
C: 1.622 1.625 -0.370  -0.1845
C: -0.730 -2.007 -0.223  -0.3100
H: -1.509 2.500 -1.149  -0.1276
C: -0.785 -0.418 1.735  -0.1431
N: 2.366 0.637 0.094  0.1562
C: -1.504 -3.063 -0.972  -0.0918
H: -1.897 -3.654 -0.186  0.0597
C: 0.347 0.256 1.006  -0.3003
H: -1.438 0.180 2.224  0.0656
H: -0.213 -1.261 -0.774  0.0848
H: -0.129 3.577 0.237  -0.0461
H: 1.982 -1.182 1.349  0.1599
H: 3.296 0.527 -0.071  0.1476
N: 0.184 1.333 0.201  -0.1956
H: -2.205 -0.284 0.059  0.1111
H: 2.924 2.805 -1.464  0.1020
H: 1.587 2.535 -2.222  0.1236
P: -1.155 2.516 0.131  0.9754
C: 1.664 -0.208 0.904  -0.0106

The molar mass comes out at 171.2 g mol⁻¹. As for the energy above the lowest of the compared OMol25 structures with the same formula, charge and spin: 1.67 kcal per mole. Its charge is +1. Its LUMO energy is -3.310 eV. The value obtained for the HOMO energy is -0.472 hartree. The calculation puts the orbital gap at 9.54 eV. The largest force on an atom is 5.9 eV/A. The SMILES is CCCCc1c[nH]c(C)[n+]1P. Its spin multiplicity is 1.



The following is a DFT calculation (wB97M-V/def2-TZVPD) of a molecular structure, C40H40Cl3KN4O7STe.

Each line ends with the Löwdin charge.
Cartesian coordinates (Å):
C: -0.142 -3.478 4.061  -0.0599
O: -1.785 1.533 1.299  -0.0311
H: -2.194 -0.689 7.029  0.0691
C: -0.171 -2.511 3.070  -0.2524
C: -0.730 -3.226 5.293  -0.0510
H: 1.290 0.483 -5.484  -0.0004
H: 4.854 -1.549 5.145  0.0982
H: -4.600 -3.747 -0.958  0.0957
Cl: -1.748 -2.824 -9.233  0.5608
H: -4.800 -5.893 0.266  0.0805
N: -2.723 -3.301 -0.276  0.1132
C: 6.286 2.216 -1.070  -0.1084
C: -3.901 -5.296 0.349  -0.1181
C: 4.954 -2.890 2.820  -0.0459
O: 1.242 1.989 -0.475  -0.0949
H: -0.354 3.637 -3.910  0.0141
H: -7.235 2.819 -4.569  0.0841
C: -1.162 3.033 -3.509  -0.3348
C: 4.273 -0.636 1.927  -0.1619
N: 3.422 1.538 1.119  0.0958
H: 5.259 -1.264 0.121  0.0921
H: -5.687 4.902 -0.977  0.0980
C: -2.018 -1.754 6.877  -0.0644
K: -0.364 -0.103 -0.201  0.7477
C: -1.353 -2.011 5.550  -0.2845
C: -3.965 3.892 -0.165  -0.0602
C: -1.676 -3.669 0.479  -0.3913
C: 4.596 -0.910 4.307  -0.0657
C: 4.132 1.850 -0.018  -0.2040
H: -1.837 -0.087 4.728  0.1122
H: 5.287 -3.344 3.754  0.0689
C: -2.089 2.625 0.838  -0.3994
C: 3.891 0.691 2.159  -0.2084
H: 3.549 2.226 3.594  0.1072
N: -0.781 -1.241 -6.062  0.1382
C: 2.001 2.109 -1.464  -0.5991
H: 3.774 2.772 -3.257  0.1088
C: 5.670 2.572 -2.264  -0.1119
C: -2.812 -5.695 1.117  -0.1053
C: -1.443 -1.413 -6.994  -0.4209
C: -0.782 -1.286 3.314  -0.0313
C: -6.366 2.471 -4.014  -0.0986
H: 4.071 -3.434 2.473  0.0801
C: 3.497 2.187 -1.244  -0.0584
H: -1.330 3.259 -2.460  0.0122
H: -0.702 -3.987 6.066  0.1057
C: 4.210 0.403 4.530  -0.0994
N: -0.632 -2.774 0.450  -0.1743
C: -4.282 2.079 -2.226  0.0313
C: -3.194 1.871 -1.318  -0.4140
C: 5.535 1.859 0.031  -0.0369
Cl: -1.346 0.607 -9.410  -0.3735
C: -2.212 -1.566 -8.156  -1.3611
Cl: -3.897 -1.256 -8.026  0.5639
H: 7.367 2.218 -0.994  0.0922
H: 6.258 2.850 -3.130  0.0871
O: -2.351 0.948 -1.547  -0.2961
H: 4.175 0.800 5.537  0.0908
H: 3.858 -2.250 0.585  0.0693
Te: -0.544 1.023 -3.631  1.6305
O: 1.620 2.153 -2.668  -0.1713
H: 3.619 -0.667 -0.123  0.0774
H: 2.416 1.618 0.989  0.1185
C: 3.861 1.199 3.455  -0.0299
H: 0.044 1.507 -6.204  0.0022
C: 4.253 -1.236 0.550  -0.0338
H: 6.020 1.585 0.960  0.1104
C: -4.995 4.075 -1.056  -0.0465
C: 0.673 1.361 -5.327  -0.4041
H: -6.549 1.457 -3.648  0.0929
H: -1.268 3.769 2.460  0.0810
O: 1.408 -1.696 1.186  -0.3767
H: 1.288 2.230 -5.108  -0.0019
H: -2.985 -2.261 6.934  0.0769
C: -1.362 3.844 1.377  -0.0040
H: 0.353 -4.419 3.858  0.1036
C: 4.289 2.540 -2.334  -0.0372
H: -3.861 4.602 0.648  0.1009
H: -0.357 3.792 0.948  0.0831
C: 4.626 -1.436 3.022  -0.2269
C: -1.365 -1.045 4.547  -0.0314
H: -2.084 3.167 -4.070  0.0179
C: -1.691 -4.900 1.180  -0.0330
S: 0.550 -2.837 1.465  0.5439
O: 1.233 -4.114 1.600  -0.3425
H: -0.799 -0.505 2.565  0.0872
C: -3.785 -4.098 -0.331  -0.1740
H: -1.807 4.794 1.092  0.0610
H: -1.407 -2.120 7.704  0.0708
H: -2.836 -6.635 1.657  0.0940
H: 5.737 -3.029 2.071  0.0798
H: -0.815 -5.213 1.729  0.0808
H: -4.366 1.360 -3.029  0.1083
C: -3.080 2.806 -0.230  -0.1113
C: -5.144 3.139 -2.095  -0.2949
O: -6.188 3.380 -2.948  -0.0951
H: -5.496 2.453 -4.676  0.0936

The molar mass comes out at 993.9 g mol⁻¹. As for the energy above the lowest of the compared OMol25 structures with the same formula, charge and spin: 25.08 kcal per mole. Its charge is -2. Its LUMO energy (alpha / beta) is 2.944 / 3.609 eV. The value obtained for the HOMO energy (alpha / beta) is -0.108 / -0.120 hartree. The calculation puts the orbital gap (alpha / beta) at 5.90 / 6.88 eV. The largest force on an atom is 0.4 eV/A. Its spin multiplicity is 1.



The following is a DFT calculation (wB97M-V/def2-TZVPD) of 2 unconnected molecules or ions with the total composition C10H7FNO3.

Each line ends with the Löwdin charge.
Cartesian coordinates (Å):
N: -0.136 -1.023 0.315  -0.0320
C: -0.051 3.050 0.508  -0.0221
O: -4.657 1.187 -0.179  0.2964
O: 1.092 -0.314 3.565  0.2782
H: 0.632 -2.859 1.200  0.1496
H: -0.111 4.121 0.506  0.1405
C: -0.131 1.020 -0.860  0.0959
C: -0.285 -2.335 0.840  0.0066
H: -1.330 -1.884 -1.101  0.0913
C: 0.008 0.241 0.356  -0.1705
C: -0.446 -2.025 -0.611  -0.0394
C: -3.600 0.837 -0.259  -0.4035
C: 0.631 0.310 2.673  0.0299
H: -0.487 0.502 -1.736  0.1309
H: 0.330 -2.359 -1.326  0.1496
H: 0.059 3.018 2.605  0.1632
C: 0.074 2.434 1.655  0.0106
O: -2.544 0.397 -0.337  0.1951
C: 0.183 0.993 1.591  -0.0988
F: -0.517 3.148 -1.757  0.1551
H: -1.132 -2.497 1.444  0.1148
C: -0.246 2.415 -0.706  -0.2415

The molar mass comes out at 208.2 g mol⁻¹. As for the energy above the lowest of the compared OMol25 structures with the same formula, charge and spin: 0.00 kcal per mole. Its charge is +1. Its LUMO energy is -4.701 eV. The value obtained for the HOMO energy is -0.472 hartree. The calculation puts the orbital gap at 8.14 eV. The largest force on an atom is 4.8 eV/A. Its spin multiplicity is 1.